(1)
This record from OMol25 describes C17H45BeN4O7 as an isolated structure in a non-equilibrium geometry. The level of theory is ωB97M-V/def2-TZVPD.

```
74
Properties=species:S:1:pos:R:3
Be 39.195 -36.285 3.136
O 38.615 -32.285 1.836
C 38.791 -33.564 2.235
O 37.874 -34.149 2.840
O 39.904 -34.115 2.061
H 39.441 -32.114 1.359
C 36.785 -40.041 2.059
C 37.678 -38.803 2.081
C 37.366 -37.955 0.862
O 38.115 -36.765 0.964
C 38.013 -35.983 -0.219
N 37.454 -38.016 3.309
H 36.847 -40.606 2.994
H 37.066 -40.786 1.309
H 35.731 -39.820 1.873
H 38.701 -39.175 2.033
H 36.307 -37.732 0.693
H 37.723 -38.568 0.022
H 38.436 -34.995 -0.066
H 36.952 -35.860 -0.457
H 38.516 -36.492 -1.045
H 36.503 -37.659 3.213
H 37.377 -38.688 4.068
C 41.546 -39.444 6.591
C 41.417 -39.143 5.078
C 41.311 -40.444 4.310
O 41.654 -40.246 2.956
C 41.162 -41.230 2.060
N 40.202 -38.287 4.934
H 40.633 -39.908 6.968
H 41.743 -38.487 7.076
H 42.378 -40.105 6.840
H 42.285 -38.538 4.812
H 40.293 -40.844 4.408
H 42.039 -41.137 4.744
H 40.062 -41.227 2.083
H 41.489 -42.224 2.372
H 41.478 -40.933 1.064
H 40.214 -37.650 5.724
H 39.425 -38.909 5.160
C 43.207 -37.625 1.472
C 41.896 -36.870 1.244
C 41.653 -36.697 -0.244
O 41.462 -37.980 -0.817
C 41.310 -37.903 -2.225
N 40.746 -37.599 1.874
H 43.437 -37.755 2.534
H 44.037 -37.000 1.132
H 43.224 -38.589 0.970
H 42.016 -35.873 1.673
H 42.513 -36.136 -0.624
H 40.734 -36.136 -0.445
H 42.297 -37.741 -2.666
H 40.640 -37.113 -2.578
H 40.900 -38.854 -2.560
H 41.216 -38.272 2.480
H 40.446 -38.190 1.096
C 38.019 -34.275 6.527
C 38.864 -34.768 5.359
C 40.289 -34.986 5.777
O 40.870 -35.498 4.621
C 42.266 -35.625 4.681
N 38.329 -36.031 4.809
H 38.029 -35.013 7.338
H 37.000 -34.032 6.235
H 38.464 -33.397 7.002
H 38.864 -34.050 4.542
H 40.428 -35.725 6.584
H 40.690 -34.036 6.140
H 42.704 -35.979 3.748
H 42.626 -36.249 5.506
H 42.753 -34.645 4.767
H 38.239 -36.663 5.604
H 37.368 -35.824 4.542
```

## Properties
- net charge = +1
- orbital gap (eV) = 9.31
- relative energy (zero: lowest compared OMol25 entry of this formula, charge and spin) (kcal per mole) = 0.0
- electronic energy (Eh) = -1434.98531

Results of the Löwdin charge analysis, in e, for atoms 1 through 2: Be 0.710; O 0.123

(2)
This record from OMol25 describes C17H46B3Br2FN14O31 as an isolated structure in a non-equilibrium geometry. The level of theory is ωB97M-V/def2-TZVPD.

```
114
Properties=species:S:1:pos:R:3
C 1.070 -0.255 0.400
C -0.470 -0.186 0.473
Br -1.236 0.014 2.243
C -1.258 -0.265 -0.593
Br -0.402 -0.418 -2.350
B -2.839 -0.266 -0.610
O -3.462 -1.222 -1.453
B -4.277 -1.996 -0.635
O -4.950 -1.480 0.489
B -4.472 -0.241 0.882
F -4.732 0.217 2.130
O -3.684 0.596 0.096
H 1.438 -0.387 1.436
H 1.477 0.655 -0.073
H 1.327 -1.193 -0.143
H -4.442 -3.131 -0.924
C 4.726 -0.500 -2.075
N 3.896 -0.895 -0.907
O 2.938 -1.611 -1.119
O 4.236 -0.473 0.182
H 4.305 -0.946 -2.964
H 4.708 0.586 -2.141
H 5.731 -0.865 -1.896
C -4.768 4.852 -0.152
N -4.879 3.472 -0.695
O -5.591 3.307 -1.664
O -4.246 2.590 -0.130
H -5.380 5.513 -0.752
H -5.120 4.827 0.876
H -3.724 5.141 -0.203
C 6.184 -4.420 -2.332
N 6.516 -3.244 -3.179
O 5.592 -2.572 -3.601
O 7.693 -3.033 -3.394
H 5.107 -4.483 -2.227
H 6.574 -5.301 -2.830
H 6.658 -4.270 -1.364
C 1.632 -3.836 2.310
N 1.395 -3.692 0.848
O 0.442 -3.020 0.494
O 2.173 -4.254 0.104
H 0.869 -3.288 2.841
H 1.580 -4.896 2.545
H 2.614 -3.436 2.523
C -6.533 9.124 -2.419
N -5.948 8.081 -1.534
O -6.534 7.819 -0.505
O -4.912 7.559 -1.909
H -7.443 9.498 -1.962
H -5.798 9.917 -2.520
H -6.744 8.660 -3.379
C 2.202 -2.252 6.639
N 1.761 -2.700 5.296
O 2.327 -2.225 4.332
O 0.860 -3.515 5.259
H 3.006 -1.534 6.518
H 1.345 -1.795 7.129
H 2.545 -3.128 7.181
C -3.332 8.725 -4.398
N -4.236 9.254 -5.455
O -5.229 9.858 -5.091
O -3.917 9.043 -6.606
H -3.739 8.985 -3.429
H -3.284 7.646 -4.518
H -2.357 9.182 -4.543
C 3.700 -4.896 -5.975
N 3.931 -6.062 -5.081
O 4.732 -5.923 -4.173
O 3.304 -7.070 -5.319
H 4.324 -4.072 -5.642
H 3.965 -5.200 -6.984
H 2.647 -4.635 -5.907
C 5.034 -6.053 5.644
N 4.273 -4.894 5.108
O 3.451 -5.119 4.242
O 4.534 -3.800 5.578
H 4.702 -6.949 5.140
H 6.088 -5.867 5.450
H 4.834 -6.114 6.710
C 0.967 -8.703 4.945
N 1.964 -7.822 5.611
O 3.061 -8.294 5.855
O 1.612 -6.692 5.867
H 1.419 -9.676 4.780
H 0.107 -8.782 5.605
H 0.697 -8.236 4.001
C 9.639 -3.891 0.283
N 8.532 -4.604 0.976
O 8.819 -5.578 1.640
O 7.411 -4.155 0.825
H 10.572 -4.397 0.505
H 9.428 -3.917 -0.785
H 9.654 -2.870 0.655
C -6.179 2.673 3.662
N -6.774 2.905 5.006
O -7.935 2.589 5.169
O -6.049 3.398 5.848
H -6.933 2.233 3.018
H -5.856 3.636 3.277
H -5.338 1.997 3.788
C -0.837 3.651 2.137
N -0.663 4.689 1.086
O 0.439 4.810 0.593
O -1.642 5.347 0.795
H 0.112 3.148 2.290
H -1.159 4.156 3.044
H -1.593 2.950 1.786
C -6.503 7.064 -8.463
N -7.310 6.649 -7.284
O -8.245 5.901 -7.478
O -6.970 7.095 -6.206
H -6.915 6.595 -9.351
H -6.561 8.147 -8.534
H -5.481 6.736 -8.291
```

## Properties
- orbital gap (eV) = 8.95
- electronic energy (Eh) = -9095.77188

Results of the Löwdin charge analysis, in e, for atoms 1 through 2: C -0.177; C -0.681

(3)
This record from OMol25 describes a 7-piece molecular cluster, C17H46BrN10O6 overall in a non-equilibrium geometry. The level of theory is ωB97M-V/def2-TZVPD.

```
80
Properties=species:S:1:pos:R:3
Br 15.621 -22.813 9.150
C 21.916 -25.410 4.511
C 21.892 -24.096 5.250
C 23.251 -23.339 4.927
C 23.213 -22.594 3.572
C 21.931 -21.795 3.389
C 20.556 -22.552 3.710
N 20.633 -23.281 4.981
O 19.442 -23.867 5.455
C 19.393 -21.595 3.850
C 20.304 -23.518 2.531
C 21.884 -24.207 6.798
H 20.994 -25.976 4.379
H 22.521 -26.155 5.029
H 22.311 -25.313 3.500
H 23.600 -22.696 5.736
H 24.058 -24.064 4.816
H 23.239 -23.313 2.753
H 24.057 -21.907 3.520
H 21.898 -21.443 2.358
H 21.981 -21.063 4.195
H 19.520 -20.892 4.674
H 19.364 -21.102 2.878
H 18.490 -22.200 3.928
H 19.932 -23.023 1.634
H 21.192 -24.085 2.254
H 19.432 -24.142 2.726
H 22.770 -24.772 7.088
H 21.050 -24.869 7.032
H 21.842 -23.329 7.442
H 19.180 -23.288 6.175
C 14.692 -27.104 11.696
O 14.750 -28.210 12.191
N 15.207 -25.987 12.140
N 14.162 -26.947 10.490
H 15.222 -25.193 11.516
H 15.917 -26.183 12.831
H 13.881 -26.082 10.050
H 13.761 -27.825 10.191
C 18.118 -28.685 8.195
O 18.879 -29.345 7.561
N 17.829 -27.501 7.877
N 17.541 -28.988 9.358
H 17.215 -26.932 8.442
H 18.297 -27.044 7.107
H 18.041 -29.724 9.835
H 16.918 -28.350 9.834
C 17.809 -18.104 9.854
O 18.033 -16.961 10.208
N 17.991 -19.164 10.605
N 17.323 -18.305 8.698
H 17.688 -20.050 10.226
H 18.275 -18.878 11.531
H 17.030 -17.580 8.060
H 16.993 -19.246 8.533
C 9.906 -20.868 10.775
O 9.843 -19.632 10.713
N 9.000 -21.707 11.292
N 10.799 -21.650 10.310
H 8.122 -21.348 11.639
H 9.245 -22.685 11.349
H 11.709 -21.383 9.964
H 10.649 -22.648 10.290
C 13.766 -24.753 2.796
C 12.932 -25.003 4.082
C 13.343 -26.333 4.788
O 13.208 -27.521 4.016
C 13.459 -28.714 4.714
N 13.374 -23.845 4.859
H 14.827 -24.981 2.903
H 13.706 -23.720 2.452
H 13.462 -25.408 1.980
H 11.876 -24.992 3.813
H 12.734 -26.512 5.673
H 14.369 -26.182 5.125
H 14.457 -28.767 5.149
H 13.445 -29.565 4.033
H 12.656 -28.839 5.441
H 14.349 -24.085 4.972
H 13.163 -24.235 5.767
```

## Properties
- net charge = -1
- orbital gap (eV) = 7.61
- electronic energy (Eh) = -4248.42878

Results of the Löwdin charge analysis, in e, for atoms 1 through 2: Br -0.846; C -0.046